#i
{
  "formula": "C28H40N5Y",
  "method": "ωB97M-V with the def2-TZVPD basis set",
  "gap_ha": [0.1772, 0.1772],
  "total_charge": 2,
  "species": ["Y", "C", "C", "C", "C", "C", "C", "C", "C", "C", "C", "C", "C", "C", "C", "C", "C", "C", "H", "H", "H", "H", "H", "H", "H", "H", "H", "H", "H", "H", "H", "H", "H", "H", "H", "H", "H", "H", "H", "H", "H", "H", "H", "H", "H", "H", "H", "C", "C", "N", "C", "C", "N", "C", "N", "N", "N", "C", "C", "C", "C", "C", "C", "H", "H", "H", "H", "H", "H", "H", "H", "H", "H", "H"],
  "positions_angstrom": [[-0.09592, 0.30454, 0.63239], [2.77164, 1.51601, 2.02076], [1.54659, 1.86016, 2.57724], [1.00237, 2.99756, 1.70739], [1.95139, 3.21003, 0.72386], [3.08492, 2.37099, 0.92350], [4.38658, 2.42706, 0.18286], [4.58155, 3.76824, -0.52587], [4.31820, 1.29785, -0.87709], [5.56190, 2.14519, 1.12783], [-0.19058, 3.92637, 1.89083], [-1.53290, 3.19477, 1.80847], [-0.06525, 4.70036, 3.21673], [-0.21709, 4.98191, 0.77387], [1.15160, 1.30004, 3.94794], [1.91282, 2.16018, 4.98594], [1.64036, -0.14860, 4.09850], [-0.33676, 1.29602, 4.29448], [3.43574, 0.75159, 2.39313], [1.90559, 3.95922, -0.04948], [3.83435, 3.92531, -1.30626], [5.56348, 3.79673, -0.99678], [4.52217, 4.59637, 0.18313], [3.49482, 1.46438, -1.57703], [4.19489, 0.31949, -0.40562], [5.25238, 1.29198, -1.44084], [5.56002, 2.84379, 1.96660], [6.50143, 2.26128, 0.58831], [5.52996, 1.12920, 1.52471], [-1.62140, 2.37095, 2.51712], [-1.68710, 2.82093, 0.79124], [-2.34658, 3.89084, 2.02080], [-0.13685, 4.06500, 4.09474], [-0.87134, 5.43318, 3.27724], [0.88522, 5.23412, 3.25803], [-0.28365, 4.52044, -0.21474], [0.66095, 5.62674, 0.80877], [-1.09523, 5.61471, 0.90533], [2.98873, 2.07350, 4.83489], [1.67273, 1.81130, 5.99241], [1.64293, 3.21253, 4.91241], [2.72265, -0.23854, 4.03774], [1.19065, -0.80394, 3.33313], [1.34646, -0.52820, 5.07656], [-0.76584, 2.28999, 4.35024], [-0.46479, 0.84564, 5.27874], [-0.91480, 0.68498, 3.57985], [-2.60613, 1.01690, -2.59199], [-3.27044, 0.92120, -1.26356], [-2.66334, 0.77084, -0.09268], [-3.66197, 0.70745, 0.87332], [-4.86209, 0.83306, 0.26836], [-4.60234, 0.96802, -1.08080], [-5.60442, 1.18494, -2.13130], [-5.47532, 2.47916, -2.71337], [-5.12806, 2.60052, -4.03404], [-5.06575, 3.83084, -4.33535], [-5.36984, 4.58806, -3.21037], [-5.42996, 5.97268, -3.03022], [-5.72148, 6.42790, -1.76622], [-5.95621, 5.53930, -0.69694], [-5.91350, 4.17280, -0.86472], [-5.62278, 3.71666, -2.15502], [-1.53013, 0.89262, -2.47259], [-2.79686, 1.97959, -3.06645], [-2.97354, 0.24472, -3.26890], [-3.44396, 0.57334, 1.91976], [-5.86330, 0.82226, 0.66583], [-6.58975, 1.05322, -1.68808], [-5.47445, 0.46694, -2.93807], [-5.25987, 6.64471, -3.86035], [-5.77766, 7.49180, -1.57863], [-6.17930, 5.94788, 0.28008], [-6.10114, 3.50023, -0.03739]]
}


#ii
{
  "formula": "C28H40N5Y",
  "method": "ωB97M-V with the def2-TZVPD basis set",
  "gap_ha": 0.2474,
  "total_charge": 2,
  "species": ["Y", "C", "C", "C", "C", "C", "C", "C", "C", "C", "C", "C", "C", "C", "C", "C", "C", "C", "H", "H", "H", "H", "H", "H", "H", "H", "H", "H", "H", "H", "H", "H", "H", "H", "H", "H", "H", "H", "H", "H", "H", "H", "H", "H", "H", "H", "H", "C", "C", "N", "C", "C", "N", "C", "N", "N", "N", "C", "C", "C", "C", "C", "C", "H", "H", "H", "H", "H", "H", "H", "H", "H", "H", "H"],
  "positions_angstrom": [[-0.28191, -0.36534, -0.55330], [1.03072, -0.19092, -2.49032], [-0.01251, -1.18472, -2.62386], [-1.14338, -0.44310, -3.12718], [-0.77892, 0.90224, -3.25019], [0.56435, 1.08009, -2.85486], [1.29252, 2.39643, -2.76894], [0.54099, 3.31307, -1.79320], [2.72822, 2.20659, -2.28742], [1.29850, 3.03602, -4.16728], [-2.61686, -0.86664, -3.13075], [-3.54222, 0.31465, -3.44839], [-2.91092, -1.96796, -4.15376], [-2.94192, -1.30048, -1.69385], [0.44021, -2.67038, -2.66599], [0.73618, -3.13128, -4.08870], [-0.55917, -3.62351, -1.99308], [1.71792, -2.79800, -1.81611], [2.07176, -0.42431, -2.32550], [-1.43885, 1.69372, -3.57050], [0.47670, 2.85984, -0.79252], [-0.47200, 3.53022, -2.13483], [1.06718, 4.26126, -1.67969], [2.77308, 1.70850, -1.31266], [3.21434, 3.17546, -2.17562], [3.31796, 1.62180, -2.99530], [0.28703, 3.24814, -4.51642], [1.78380, 2.38429, -4.89465], [1.84609, 3.97864, -4.14136], [-3.38246, 0.68050, -4.46336], [-3.40632, 1.14918, -2.75668], [-4.58044, -0.00963, -3.37934], [-2.58309, -1.64613, -5.14285], [-3.98419, -2.15548, -4.20748], [-2.42281, -2.91394, -3.93668], [-2.71889, -0.45329, -1.00187], [-2.41950, -2.20597, -1.37734], [-4.00641, -1.47257, -1.52590], [-0.15129, -3.05537, -4.71772], [1.06857, -4.17108, -4.09216], [1.52052, -2.52136, -4.53889], [-1.51477, -3.69712, -2.50289], [-0.76903, -3.34007, -0.94633], [-0.14383, -4.63012, -1.93899], [2.59051, -2.31168, -2.24431], [1.96947, -3.84814, -1.66979], [1.59619, -2.39579, -0.78487], [-2.51403, 0.37964, 2.04596], [-1.12800, 0.09560, 2.50892], [-0.08288, -0.16607, 1.70628], [1.01786, -0.32888, 2.54982], [0.62177, -0.16179, 3.82765], [-0.73275, 0.10442, 3.78505], [-1.60156, 0.37099, 4.95793], [-2.18079, 1.66125, 4.90119], [-3.52390, 1.76559, 4.63094], [-3.85390, 2.98880, 4.62443], [-2.73050, 3.75604, 4.89949], [-2.59709, 5.14464, 5.00492], [-1.34133, 5.62596, 5.28400], [-0.24056, 4.75508, 5.45655], [-0.36039, 3.38743, 5.35794], [-1.64604, 2.91072, 5.07895], [-2.64182, 0.09958, 0.99620], [-2.76536, 1.43586, 2.14880], [-3.26201, -0.17828, 2.60893], [2.00611, -0.54714, 2.18005], [1.16085, -0.20926, 4.75836], [-0.98485, 0.22746, 5.84326], [-2.41397, -0.35258, 4.96312], [-3.45008, 5.79740, 4.88274], [-1.18237, 6.69053, 5.38505], [0.72756, 5.18222, 5.68259], [0.49172, 2.73806, 5.51028]]
}


So which one wins? Going from most stable to least: #ii, #i.


#i
{
  "formula": "C6H13N2O",
  "method": "ωB97M-V with the def2-TZVPD basis set",
  "gap_ha": 0.3330,
  "total_charge": 1,
  "species": ["C", "C", "C", "C", "C", "C", "N", "N", "O", "H", "H", "H", "H", "H", "H", "H", "H", "H", "H", "H", "H", "H"],
  "positions_angstrom": [[-2.43641, -0.18997, 0.39951], [0.00273, 0.15016, -1.11511], [-1.31368, 0.74051, 0.67390], [0.56308, -1.14590, -0.26098], [2.09851, -1.20788, -0.21174], [0.37207, 2.27422, -0.08295], [-0.43848, 1.09502, -0.24743], [-0.24835, -1.16333, 1.03003], [-2.44183, -0.93643, -0.52807], [-3.21009, -0.01586, 1.05063], [0.75709, 0.48422, -1.79938], [-0.91577, -0.34595, -1.61062], [-1.40177, 1.44523, 1.48552], [0.25496, -2.05807, -0.78077], [2.28815, -2.26602, -0.27590], [2.47645, -0.84655, 0.77976], [2.51126, -0.68009, -1.13523], [0.61153, 2.61778, -1.05225], [-0.15398, 3.06127, 0.45028], [1.36406, 1.95601, 0.30660], [0.34024, -1.16430, 1.91546], [-1.07974, -1.80406, 1.00874]]
}


#ii
{
  "formula": "C6H13N2O",
  "method": "ωB97M-V with the def2-TZVPD basis set",
  "gap_ha": 0.1918,
  "total_charge": 1,
  "species": ["C", "C", "C", "C", "C", "C", "N", "N", "O", "H", "H", "H", "H", "H", "H", "H", "H", "H", "H", "H", "H", "H"],
  "positions_angstrom": [[-1.04268, -0.43728, -1.27781], [-0.50113, 1.24082, 0.26878], [0.58893, 3.36418, -0.27519], [-0.35873, -0.24712, -0.16571], [-0.20091, -2.56689, 0.73110], [1.58171, -0.85997, 1.13803], [0.24099, -1.15893, 0.65029], [-0.06481, 2.27900, -0.70239], [-1.36490, -1.71608, -1.78721], [-1.34898, 0.48571, -1.82906], [-1.59647, 1.30974, 0.45088], [0.05916, 1.31446, 1.28737], [0.53148, 4.29659, -0.75625], [1.06657, 3.28783, 0.67316], [-1.34976, -2.58736, 0.43670], [0.27161, -3.19906, -0.03486], [0.13739, -2.93189, 1.69197], [1.90701, -1.55409, 1.89635], [2.28933, -0.99863, 0.32604], [1.50443, 0.12863, 1.47643], [-0.57286, 2.14222, -1.55619], [-1.77741, -1.59188, -2.64242]]
}


So which one wins? Going from most stable to least: #i, #ii.


#i
{
  "formula": "C4H11O3P",
  "method": "ωB97M-V with the def2-TZVPD basis set",
  "gap_ha": 0.3044,
  "species": ["C", "C", "C", "C", "O", "O", "O", "P", "H", "H", "H", "H", "H", "H", "H", "H", "H", "H", "H"],
  "positions_angstrom": [[1.67678, -1.39979, -0.19536], [0.63548, 1.86150, 1.19853], [1.19702, -0.25812, -1.12846], [-2.01113, -0.58145, 0.49101], [-0.64752, 1.83240, -1.20118], [-2.86733, 0.42836, 0.21121], [-2.01796, -1.68374, -0.19818], [-0.08204, 0.84492, -0.28022], [1.90146, -1.08254, 0.80030], [0.99333, -2.20733, -0.00721], [2.53326, -1.98549, -0.41352], [0.08657, 2.76627, 1.12651], [0.70095, 1.42163, 2.14567], [1.67341, 2.04579, 1.02360], [0.69494, -0.76497, -1.95638], [2.08971, 0.32644, -1.39313], [-1.75706, -0.74700, 1.52637], [-2.55914, 0.85962, -0.59613], [-2.24074, -1.67650, -1.15343]]
}


#ii
{
  "formula": "C4H11O3P",
  "method": "ωB97M-V with the def2-TZVPD basis set",
  "gap_ha": 0.3579,
  "species": ["C", "C", "C", "C", "O", "O", "O", "P", "H", "H", "H", "H", "H", "H", "H", "H", "H", "H", "H"],
  "positions_angstrom": [[1.75946, -1.13673, -1.05200], [0.98264, 0.14179, -1.42625], [-0.59264, -0.42058, 0.13265], [-1.85106, 0.14659, 0.98760], [2.61335, -1.00083, 0.05967], [-1.48192, 0.45186, 2.43530], [0.19050, 0.58233, -0.33035], [-2.02014, 1.82353, 0.13438], [2.29531, -1.43402, -1.94981], [1.00302, -1.99385, -0.84926], [0.26714, -0.12932, -2.28284], [1.57184, 0.94640, -1.71766], [0.05172, -1.07859, 0.82981], [-0.82299, -1.08438, -0.71529], [-2.56991, -0.57624, 0.99425], [3.11700, -0.12026, 0.03686], [-0.54203, 0.27090, 2.63551], [-0.97062, 2.26383, 1.07443], [-3.00067, 2.34755, 1.00302]]
}


So which one wins? Going from most stable to least: #i, #ii.